Record 1
This record from the OMol25 dataset describes a structure of composition C9H18Cl2CoS at a distorted geometry. The level of theory is wB97M-V/def2-TZVPD.

Properties
HOMO (alpha / beta) = -3.1 / -4.4 eV
<S²> = 6.03
LUMO level (alpha / beta) = 0.114 / 0.111 Ha
relative energy (zero: lowest compared OMol25 entry of this formula, charge and spin) = 80.1 kcal/mol

The geometry in ORCA input format:
```
! wB97M-V def2-TZVPD RIJCOSX def2/J DEFGRID3
* xyz -1 5
Co -1.559 0.197 0.165
Cl 0.374 1.229 -0.061
Cl -0.874 -0.493 2.128
C -3.010 0.633 1.003
H -3.648 -0.351 1.144
H -3.349 1.318 0.186
C -0.846 -1.521 -1.058
C -1.942 -0.751 -1.308
H -0.898 -2.368 -0.208
C -1.979 0.386 -2.335
H -3.069 -1.192 -1.152
C -1.178 -0.098 -3.549
H -3.021 0.625 -2.544
H -1.582 1.305 -1.918
C 0.247 -0.457 -3.085
H -1.729 -1.005 -3.905
H -1.186 0.681 -4.372
C 0.387 -1.541 -1.946
H 0.792 -0.860 -3.933
H 0.713 0.462 -2.725
H 0.457 -2.520 -2.365
H 1.264 -1.356 -1.332
C 4.078 0.387 3.436
S 2.402 0.043 2.913
C 1.602 1.298 3.915
H 4.733 0.107 2.608
H 4.317 -0.233 4.307
H 4.210 1.448 3.664
H 1.479 0.926 4.939
H 2.199 2.217 3.912
H 0.616 1.483 3.478
*
```

***

Record 2
This record from the OMol25 dataset describes a structure of composition C9H18Cl3ErI2O3P2 at a distorted geometry. The level of theory is wB97M-V/def2-TZVPD.

Properties
HOMO (alpha / beta) = -14.4 / -14.4 eV
<S²> = 3.75
LUMO level (alpha / beta) = -0.315 / -0.315 Ha

The geometry in ORCA input format:
```
! wB97M-V def2-TZVPD RIJCOSX def2/J DEFGRID3
* xyz 2 4
I -2.533 -0.373 -1.449
I -0.397 -0.129 -3.152
Er 0.601 0.270 0.445
P -0.479 -2.659 -0.895
C -0.898 -3.705 0.553
C -1.479 -3.456 -2.198
H -1.231 -4.532 -2.259
H 0.974 -4.460 -1.564
H -1.294 -2.988 -3.177
H 1.579 -2.873 -2.131
H -1.868 -3.386 0.917
H -2.544 -3.340 -1.972
C 1.138 -3.405 -1.291
H -0.941 -4.755 0.247
H 1.786 -3.345 -0.415
H -0.149 -3.567 1.336
P -0.254 2.876 -0.397
C -0.692 4.043 0.958
C 1.181 3.761 -1.129
H -1.400 2.684 -2.540
H -1.495 4.359 -1.885
H -2.535 3.047 -1.216
C -1.553 3.291 -1.641
H 1.490 3.261 -2.060
H 0.882 4.798 -1.354
H -0.615 5.084 0.604
H -0.010 3.902 1.809
H 2.018 3.763 -0.411
H -1.716 3.835 1.280
C -1.017 0.995 1.963
O -1.806 1.258 2.767
Cl 3.853 -0.177 4.045
C 2.356 -0.183 3.227
Cl 0.961 0.276 4.148
Cl 2.536 1.421 1.694
C 1.991 -1.568 2.553
O 2.369 -2.569 3.109
O 1.192 -1.454 1.483
*
```